# 1
The following is a quantum chemistry calculation of C20H18BrN5O6S in the gas phase, from the Open Molecules 2025 dataset.

```
51
Properties=species:S:1:pos:R:3:lowdin_charge:R:1
C 2.4303 4.3412 -1.3873 -0.06
C 2.2284 4.1459 0.1084 -0.20
H 2.9035 3.3796 0.5037 0.11
H 2.3789 5.0816 0.6551 0.13
O 0.8827 3.7337 0.3387 0.00
C 0.6700 2.5304 0.8681 -0.45
O 1.5375 1.8190 1.3230 0.11
C -0.7584 2.1437 0.8081 -0.13
C -1.2137 1.0904 1.5978 0.00
C -2.4988 0.6167 1.4452 -0.01
C -3.3386 1.1727 0.4803 -0.23
C -2.9100 2.2690 -0.2618 0.00
C -1.6257 2.7471 -0.0976 0.01
H -1.2734 3.5710 -0.6964 0.12
H -3.5697 2.7090 -0.9901 0.11
N -4.5596 0.5362 0.2107 0.11
C -5.0153 0.3436 -1.0681 -0.56
O -4.8754 1.1225 -1.9768 0.07
C -5.8270 -0.9367 -1.2519 -0.34
H -5.9074 -1.1420 -2.3186 0.09
H -6.8246 -0.8293 -0.8234 0.09
S -5.0951 -2.3838 -0.4213 0.99
C -3.3910 -2.0623 -0.7092 -0.63
N -3.0799 -1.1068 -1.5078 0.12
C -1.7836 -0.6867 -1.6133 -0.29
C -0.8095 -1.2715 -0.8105 -0.09
C -1.1368 -2.3993 0.0170 -0.42
O -0.3440 -3.0129 0.7128 0.06
N -2.4898 -2.7672 0.0022 0.15
H -2.7644 -3.5409 0.5954 0.16
N 0.5383 -0.9142 -0.6674 0.19
C 1.2796 0.1276 -1.0863 -0.39
O 0.8983 1.0533 -1.8023 0.05
C 2.6616 0.0786 -0.5980 -0.19
C 3.7298 0.8881 -0.8969 0.01
C 4.8052 0.4481 -0.0997 -0.06
C 4.3041 -0.5951 0.6248 -0.77
O 3.0245 -0.8381 0.3320 0.02
Br 5.1135 -1.6915 1.8892 0.82
H 5.7998 0.8404 -0.0558 0.11
H 3.7363 1.6897 -1.6049 0.11
H 0.9874 -1.5699 -0.0260 0.14
N -1.5695 0.2696 -2.5231 0.20
H -2.3877 0.7226 -2.8971 0.11
H -0.6748 0.7658 -2.4769 0.07
H -4.7928 -0.1963 0.8722 0.11
H -2.8436 -0.2150 2.0445 0.12
H -0.5386 0.6355 2.3065 0.13
H 3.4730 4.5642 -1.5953 0.08
H 2.1355 3.4351 -1.9127 0.06
H 1.8140 5.1617 -1.7454 0.08
```

LUMO (Ha): 0.0093
Net charge: 0
SMILES: CCOC(=O)c1ccc(NC(=O)CSc2nc(N)c(NC(=O)c3ccc(Br)o3)c(=O)[nH]2)cc1

# 2
The following is a quantum chemistry calculation of C5H5N in the gas phase, from the Open Molecules 2025 dataset.

```
11
Properties=species:S:1:pos:R:3:lowdin_charge:R:1
C -1.0015 -0.8773 -0.2431 -0.10
C -0.1361 -1.1739 0.8091 -0.07
C 0.9902 -0.2901 0.8540 -0.19
C 0.0878 1.2399 -0.6615 -0.14
C -0.9560 0.3634 -0.9184 -0.10
H -1.7909 -1.6467 -0.4215 0.11
H -0.2632 -1.9675 1.5962 0.12
H 1.8944 -0.5825 1.4625 0.11
H 0.2089 2.2563 -1.1920 0.13
H -1.7228 0.5741 -1.7018 0.11
N 1.1096 0.8278 0.1738 0.03
```

Energy above the lowest of the compared OMol25 structures with the same formula, charge and spin (kcal/mol): 13.15
LUMO (Ha): 0.0326
Net charge: 0
SMILES: c1ccncc1